No. 1
The following is a quantum chemistry calculation of a 6-piece molecular cluster, C33H76Br2N3O5 overall at a distorted geometry, from OMol25.

Output
- Net charge: +1
- HOMO energy: -11.629 eV
- Energy: -190223.820 eV

Element x y z (Å)
C1 1.11 0.57 -0.35
C2 0.61 1.90 -1.17
C3 -0.32 1.38 -2.42
C4 -1.82 2.07 -2.24
C5 -2.45 2.13 -3.79
C6 -2.20 0.71 -4.62
C7 -1.00 0.81 -5.74
C8 0.25 -0.23 -5.51
C9 1.65 0.21 -6.28
C10 2.65 1.12 -5.33
C11 3.98 0.32 -4.80
C12 3.98 0.01 -3.17
C13 4.59 1.28 -2.28
C14 5.06 0.66 -0.83
C15 5.41 1.81 0.31
C16 4.37 3.08 0.32
C17 3.99 3.63 1.83
C18 2.78 2.70 2.50
C19 1.38 3.52 2.73
C20 0.38 2.84 3.87
N1 -0.14 1.47 3.49
C21 -0.70 0.75 4.70
C22 -1.15 -0.80 4.40
N2 -1.35 -1.10 2.90
C23 -0.05 -1.61 2.26
Br1 1.79 -1.28 2.97
C24 -0.13 -2.46 1.00
C25 -1.53 -2.90 0.26
Br2 1.58 -3.19 0.15
C26 -1.94 0.05 2.13
C27 -3.57 0.22 2.24
N3 -4.35 -1.07 2.13
C28 -1.29 1.53 2.50
H1 0.79 -0.45 -0.82
H2 0.67 0.61 0.73
H3 2.28 0.63 -0.25
H4 0.09 2.72 -0.49
H5 1.57 2.44 -1.61
H6 -0.47 0.22 -2.47
H7 0.13 1.85 -3.40
H8 -2.52 1.50 -1.49
H9 -1.63 3.18 -1.91
H10 -3.59 2.44 -3.73
H11 -1.83 2.98 -4.33
H12 -3.22 0.51 -5.21
H13 -2.08 -0.22 -3.89
H14 -0.56 1.91 -5.80
H15 -1.51 0.60 -6.80
H16 0.52 -0.42 -4.38
H17 -0.10 -1.28 -5.95
H18 1.30 0.83 -7.23
H19 2.22 -0.78 -6.64
H20 3.01 2.03 -6.01
H21 2.03 1.58 -4.44
H22 4.01 -0.73 -5.36
H23 4.95 0.90 -5.16
H24 4.51 -1.02 -2.91
H25 2.84 -0.15 -2.85
H26 3.74 2.07 -2.22
H27 5.54 1.72 -2.85
H28 4.30 -0.17 -0.44
H29 6.07 0.06 -1.04
H30 5.29 1.25 1.36
H31 6.56 2.12 0.27
H32 3.35 2.85 -0.22
H33 4.92 3.97 -0.23
H34 3.65 4.77 1.72
H35 4.95 3.68 2.54
H36 3.16 2.26 3.53
H37 2.62 1.82 1.72
H38 0.74 3.52 1.72
H39 1.67 4.61 3.09
H40 0.93 2.81 4.93
H41 -0.53 3.57 4.00
H42 0.07 0.78 5.61
H43 -1.66 1.33 5.09
H44 -0.45 -1.62 4.85
H45 -2.22 -0.99 4.89
H46 -1.99 -1.96 2.90
H47 -2.03 -3.79 0.88
H48 -2.27 -2.02 0.05
H49 -1.25 -3.35 -0.81
H50 -1.70 -0.13 0.98
H51 -3.90 0.89 1.31
H52 -3.91 0.84 3.20
H53 -4.29 -1.51 3.09
H54 -3.91 -1.76 1.48
H55 -0.86 1.98 1.48
H56 -2.15 2.28 2.82
C29 3.99 -6.27 -2.03
O1 3.41 -4.99 -2.15
H57 4.48 -6.53 -2.97
H58 4.74 -6.26 -1.23
H59 3.21 -7.01 -1.81
H60 2.99 -4.78 -1.30
C30 -5.31 -0.76 6.45
O2 -5.14 -1.87 5.59
H61 -4.34 -0.51 6.89
H62 -5.68 0.09 5.89
H63 -6.01 -1.02 7.25
H64 -6.01 -2.08 5.21
C31 1.30 -2.60 7.46
O3 1.26 -1.38 6.75
H65 1.39 -2.39 8.53
H66 0.37 -3.16 7.28
H67 2.16 -3.19 7.13
H68 1.18 -1.60 5.81
C32 -2.86 -6.39 -0.21
O4 -3.11 -5.17 -0.88
H69 -1.79 -6.47 -0.01
H70 -3.40 -6.41 0.74
H71 -3.17 -7.22 -0.84
H72 -4.07 -5.13 -1.04
C33 -6.72 2.96 -3.82
O5 -5.53 3.70 -4.05
H73 -6.57 2.31 -2.95
H74 -7.55 3.64 -3.63
H75 -6.94 2.34 -4.69
H76 -5.69 4.26 -4.83

***

No. 2
The following is a quantum chemistry calculation of a 11-piece molecular cluster, C33H76F5N10O10P overall at a distorted geometry, from OMol25.

Output
- Net charge: 0
- HOMO energy: -7.957 eV
- Energy: -93704.056 eV

Element x y z (Å)
C1 1.00 3.53 3.03
P1 0.83 2.13 4.25
C2 0.77 0.51 5.39
F1 0.03 -0.41 4.74
F2 0.21 0.71 6.59
C3 2.17 -0.09 5.57
F3 2.77 0.51 6.55
F4 2.13 -1.38 5.83
F5 2.87 0.02 4.49
H1 1.80 3.29 2.34
H2 1.18 4.50 3.47
H3 0.09 3.54 2.43
H4 0.63 1.25 3.15
H5 2.09 2.44 4.82
H6 -0.31 2.66 4.90
C4 -1.13 -5.61 6.82
O1 -1.10 -6.75 7.23
N1 -0.14 -5.01 6.13
C5 -0.24 -3.64 5.65
C6 1.06 -5.77 5.85
H7 -2.01 -4.95 6.98
H8 -0.16 -3.62 4.57
H9 0.56 -3.04 6.09
H10 -1.20 -3.21 5.94
H11 0.81 -6.66 5.28
H12 1.52 -6.08 6.79
H13 1.77 -5.16 5.29
C7 -1.47 2.75 -0.08
O2 -0.90 2.45 0.95
N2 -0.87 3.18 -1.20
C8 -1.61 3.52 -2.40
C9 0.58 3.33 -1.20
H14 -2.57 2.68 -0.18
H15 -1.27 2.89 -3.22
H16 -1.43 4.57 -2.64
H17 -2.68 3.37 -2.25
H18 1.04 2.36 -0.99
H19 0.88 4.03 -0.43
H20 0.91 3.69 -2.17
C10 0.92 7.42 -2.27
O3 0.99 6.41 -1.60
N3 -0.12 8.27 -2.29
C11 -0.13 9.46 -3.11
C12 -1.28 7.97 -1.46
H21 1.74 7.74 -2.94
H22 -0.24 10.35 -2.48
H23 -0.96 9.43 -3.82
H24 0.80 9.54 -3.67
H25 -0.98 7.93 -0.41
H26 -1.70 7.01 -1.74
H27 -2.04 8.75 -1.58
C13 3.94 4.18 5.28
O4 3.04 4.71 4.65
N4 4.89 4.85 5.98
C14 5.93 4.16 6.71
C15 4.86 6.30 5.98
H28 4.05 3.09 5.34
H29 5.88 4.42 7.77
H30 6.91 4.45 6.32
H31 5.82 3.08 6.60
H32 3.91 6.65 6.40
H33 4.94 6.67 4.96
H34 5.68 6.68 6.58
C16 1.11 -9.89 1.80
O5 2.04 -10.35 1.15
N5 1.03 -9.93 3.14
C17 -0.10 -9.37 3.86
C18 2.12 -10.54 3.90
H35 0.24 -9.41 1.33
H36 0.24 -8.59 4.54
H37 -0.58 -10.16 4.45
H38 -0.82 -8.95 3.17
H39 3.05 -10.02 3.68
H40 2.23 -11.58 3.60
H41 1.90 -10.49 4.96
C19 -4.66 6.41 -3.88
O6 -4.10 6.11 -2.84
N6 -4.03 6.85 -4.98
C20 -4.72 7.20 -6.21
C21 -2.58 6.98 -4.91
H42 -5.76 6.35 -4.01
H43 -4.36 6.58 -7.02
H44 -4.53 8.25 -6.44
H45 -5.79 7.05 -6.09
H46 -2.14 6.01 -4.68
H47 -2.32 7.67 -4.11
H48 -2.19 7.35 -5.85
C22 -7.30 6.11 -8.51
O7 -6.09 6.25 -8.51
N7 -8.19 7.02 -8.95
C23 -9.62 6.78 -8.92
C24 -7.69 8.28 -9.46
H49 -7.78 5.18 -8.13
H50 -10.02 6.84 -9.93
H51 -10.11 7.54 -8.30
H52 -9.83 5.80 -8.50
H53 -7.03 8.10 -10.32
H54 -7.11 8.80 -8.69
H55 -8.52 8.91 -9.78
C25 1.66 7.68 -6.34
O8 0.54 7.32 -6.67
N8 2.71 6.85 -6.16
C26 4.01 7.33 -5.76
C27 2.51 5.42 -6.36
H56 1.91 8.74 -6.16
H57 4.75 7.07 -6.52
H58 4.30 6.89 -4.81
H59 4.00 8.42 -5.65
H60 2.18 5.24 -7.38
H61 1.74 5.06 -5.68
H62 3.44 4.89 -6.17
C28 5.18 -10.19 -3.22
O9 5.61 -9.06 -3.30
N9 4.52 -10.69 -2.16
C29 4.03 -12.06 -2.13
C30 4.28 -9.84 -1.00
H63 5.30 -10.92 -4.03
H64 2.95 -12.06 -2.00
H65 4.49 -12.60 -1.29
H66 4.28 -12.57 -3.06
H67 3.70 -8.97 -1.30
H68 5.24 -9.50 -0.60
H69 3.74 -10.39 -0.24
C31 -0.64 -13.33 5.99
O10 0.52 -12.97 5.89
N10 -1.46 -13.58 4.95
C32 -2.84 -14.00 5.14
C33 -0.94 -13.42 3.60
H70 -1.12 -13.48 6.97
H71 -2.99 -14.98 4.67
H72 -3.51 -13.28 4.68
H73 -3.07 -14.08 6.20
H74 -0.09 -14.08 3.45
H75 -0.61 -12.39 3.45
H76 -1.72 -13.66 2.88

***

No. 3
The following is a quantum chemistry calculation of a 11-piece molecular cluster, C33H76FIN13O26P2 overall at a distorted geometry, from OMol25.

Output
- Net charge: +1
- HOMO energy: -11.524 eV
- Energy: -137421.098 eV

Element x y z (Å)
C1 5.27 -3.77 2.17
C2 4.17 -4.67 1.60
C3 2.92 -4.79 2.49
C4 2.52 -3.54 3.26
C5 2.30 -2.31 2.36
C6 1.16 -1.47 2.90
C7 0.87 -0.12 2.23
C8 1.17 -0.07 0.70
C9 2.60 0.12 0.23
O1 3.24 1.09 0.39
I1 3.41 -1.43 -1.05
C10 1.68 0.91 3.00
O2 3.01 0.64 3.08
C11 3.59 0.69 4.40
C12 4.98 0.05 4.35
C13 5.07 -1.18 5.26
N1 1.46 2.29 2.33
C14 0.21 2.69 2.47
N2 -0.12 3.93 2.84
P1 -1.72 4.56 3.03
O3 -2.71 4.04 2.11
O4 -2.05 4.36 4.56
O5 -1.44 6.12 2.94
N3 -0.85 1.81 2.20
F1 -1.18 2.17 0.88
C15 -0.65 0.26 2.35
O6 -1.36 -0.20 1.26
C16 -1.92 -1.53 1.22
C17 -3.45 -1.58 1.46
C18 -3.77 -2.68 2.49
C19 -4.16 -1.87 0.12
C20 -3.99 -0.68 -0.84
C21 -5.65 -2.20 0.33
P2 -1.53 -0.24 3.95
C22 -2.96 0.89 3.96
C23 -0.58 0.39 5.38
H1 5.21 -3.81 3.26
H2 5.15 -2.75 1.81
H3 6.26 -4.14 1.90
H4 4.58 -5.67 1.50
H5 3.91 -4.36 0.58
H6 2.08 -5.09 1.85
H7 3.09 -5.62 3.17
H8 3.26 -3.32 4.02
H9 1.56 -3.76 3.72
H10 3.22 -1.74 2.27
H11 2.01 -2.69 1.38
H12 0.27 -2.10 2.93
H13 1.39 -1.26 3.95
H14 0.76 -0.95 0.22
H15 0.68 0.82 0.30
H16 1.27 1.03 4.01
H17 3.65 1.73 4.72
H18 2.96 0.14 5.10
H19 5.22 -0.22 3.32
H20 5.69 0.78 4.72
H21 4.23 -1.85 5.10
H22 5.04 -0.88 6.31
H23 5.99 -1.73 5.10
H24 2.12 2.96 2.74
H25 0.64 4.56 3.06
H26 -2.20 5.19 5.03
H27 -0.75 6.38 2.31
H28 -1.41 -2.24 1.86
H29 -1.73 -1.85 0.19
H30 -3.80 -0.61 1.81
H31 -2.95 -2.86 3.18
H32 -3.98 -3.62 1.98
H33 -4.64 -2.43 3.09
H34 -3.64 -2.73 -0.32
H35 -3.02 -0.68 -1.33
H36 -4.12 0.25 -0.28
H37 -4.75 -0.73 -1.61
H38 -6.24 -1.80 -0.49
H39 -6.03 -1.79 1.26
H40 -5.81 -3.27 0.35
H41 -3.26 1.15 2.95
H42 -3.78 0.39 4.47
H43 -2.75 1.81 4.50
H44 -0.26 1.44 5.31
H45 0.26 -0.24 5.64
H46 -1.29 0.36 6.21
C24 -4.03 6.12 0.30
N4 -5.20 7.04 0.23
O7 -5.29 7.77 -0.74
O8 -5.98 7.00 1.15
H47 -3.42 6.28 -0.58
H48 -3.48 6.37 1.20
H49 -4.40 5.11 0.35
C25 -3.55 2.58 -4.02
N5 -4.41 1.38 -4.23
O9 -5.29 1.13 -3.43
O10 -4.19 0.73 -5.23
H50 -3.86 3.07 -3.11
H51 -2.53 2.23 -3.96
H52 -3.68 3.21 -4.89
C26 -7.12 -0.38 -6.14
N6 -7.95 -1.59 -6.40
O11 -8.82 -1.87 -5.61
O12 -7.69 -2.22 -7.41
H53 -7.45 0.07 -5.21
H54 -6.09 -0.71 -6.06
H55 -7.24 0.29 -6.98
C27 7.56 -5.39 5.24
N7 6.22 -5.07 5.80
O13 5.26 -5.67 5.36
O14 6.17 -4.22 6.66
H56 7.44 -6.16 4.48
H57 7.97 -4.48 4.81
H58 8.18 -5.73 6.06
C28 9.97 -2.54 0.54
N8 9.34 -3.45 1.54
O15 8.32 -4.03 1.23
O16 9.88 -3.54 2.62
H59 9.36 -2.57 -0.36
H60 10.00 -1.55 0.98
H61 10.97 -2.92 0.37
C29 -7.13 10.24 -1.61
N9 -6.73 11.23 -2.65
O17 -6.56 12.38 -2.32
O18 -6.60 10.80 -3.78
H62 -7.21 10.76 -0.66
H63 -8.08 9.82 -1.91
H64 -6.37 9.48 -1.57
C30 -3.39 0.06 -9.04
N10 -3.82 1.21 -8.20
O19 -5.01 1.42 -8.10
O20 -2.95 1.85 -7.66
H65 -4.27 -0.42 -9.44
H66 -2.75 0.45 -9.82
H67 -2.83 -0.62 -8.39
C31 0.19 5.98 -4.33
N11 -0.64 4.74 -4.39
O21 -1.46 4.55 -3.51
O22 -0.44 4.00 -5.32
H68 -0.11 6.54 -3.45
H69 1.23 5.67 -4.29
H70 -0.01 6.54 -5.24
C32 -7.57 -4.39 -9.65
N12 -6.73 -5.40 -10.35
O23 -5.58 -5.55 -9.98
O24 -7.26 -6.02 -11.25
H71 -6.97 -3.93 -8.88
H72 -7.89 -3.67 -10.39
H73 -8.42 -4.91 -9.22
C33 14.41 -5.05 -0.89
N13 13.08 -4.59 -0.40
O25 13.04 -3.65 0.36
O26 12.11 -5.19 -0.79
H74 15.17 -4.41 -0.45
H75 14.53 -6.08 -0.59
H76 14.40 -4.97 -1.97